# C48H66N5O3W

A molecular structure, C48H66N5O3W at a distorted geometry (ωB97M-V with the def2-TZVPD basis set, the OMol25 dataset).

Geometry (Å):
W 0.00 -0.26 0.20
C -1.38 2.17 1.76
N 0.01 1.85 1.34
C 0.54 3.10 0.73
C 0.82 1.58 2.57
C 2.12 0.83 2.24
N 1.89 -0.39 1.41
C 3.11 -0.62 0.59
C 3.02 -1.63 -0.55
C 4.22 -1.98 -1.16
C 4.27 -2.86 -2.23
C 3.07 -3.44 -2.64
C 1.85 -3.13 -2.06
C 1.83 -2.18 -1.02
O 0.67 -1.76 -0.44
C 0.54 -3.76 -2.51
C -0.39 -2.63 -3.01
C 0.70 -4.75 -3.66
C -0.05 -4.52 -1.31
C 5.56 -3.22 -2.95
C 5.37 -3.04 -4.46
C 6.74 -2.35 -2.51
C 5.88 -4.69 -2.64
C 1.71 -1.60 2.28
C 0.68 -1.45 3.38
C 1.05 -1.70 4.70
C 0.11 -1.62 5.72
C -1.20 -1.34 5.35
C -1.64 -1.11 4.05
C -0.65 -1.11 3.05
O -0.81 -0.75 1.73
C -3.15 -0.96 3.87
C -3.60 -0.74 2.43
C -3.79 -2.28 4.33
C -3.68 0.21 4.72
C 0.44 -1.90 7.17
C -0.23 -3.24 7.53
C 1.94 -2.01 7.42
C -0.12 -0.79 8.07
H -1.40 3.07 2.39
H -1.80 1.34 2.35
H -2.01 2.36 0.89
H 0.53 3.91 1.46
H -0.08 3.40 -0.12
H 1.57 2.97 0.39
H 0.22 1.00 3.28
H 1.09 2.52 3.06
H 2.61 0.56 3.18
H 2.78 1.50 1.69
H 3.92 -0.94 1.26
H 3.42 0.33 0.15
H 5.13 -1.53 -0.79
H 3.09 -4.15 -3.44
H -0.05 -2.30 -3.99
H -0.39 -1.74 -2.35
H -1.41 -2.99 -3.10
H 1.10 -4.27 -4.55
H -0.28 -5.16 -3.91
H 1.34 -5.58 -3.38
H -0.06 -3.92 -0.40
H 0.56 -5.41 -1.12
H -1.06 -4.85 -1.53
H 5.04 -2.03 -4.69
H 4.64 -3.74 -4.87
H 6.31 -3.21 -4.98
H 6.53 -1.30 -2.68
H 7.61 -2.62 -3.09
H 6.99 -2.51 -1.46
H 5.07 -5.35 -2.96
H 6.03 -4.83 -1.57
H 6.78 -4.99 -3.15
H 2.67 -1.84 2.75
H 1.43 -2.45 1.63
H 2.07 -1.96 4.92
H -1.94 -1.30 6.13
H -3.14 -1.48 1.78
H -3.40 0.26 2.06
H -4.68 -0.89 2.38
H -3.49 -3.10 3.68
H -4.87 -2.19 4.30
H -3.52 -2.54 5.35
H -3.13 1.13 4.52
H -3.61 -0.01 5.78
H -4.73 0.37 4.49
H 0.14 -4.04 6.88
H -1.31 -3.19 7.42
H 0.00 -3.50 8.56
H 2.38 -2.86 6.90
H 2.11 -2.17 8.49
H 2.46 -1.10 7.14
H -1.21 -0.73 8.03
H 0.30 0.17 7.80
H 0.15 -1.00 9.10
C -2.97 1.55 -2.75
C -2.31 0.70 -1.74
N -1.07 0.88 -1.35
N -0.32 1.80 -2.02
C 0.96 1.65 -1.76
O 1.30 0.71 -0.90
C 1.92 2.57 -2.34
C 3.30 2.33 -2.25
C 4.19 3.28 -2.69
C 3.73 4.47 -3.24
C 2.37 4.70 -3.37
C 1.46 3.76 -2.93
C -2.91 -0.50 -1.19
C -4.20 -0.94 -1.49
C -4.59 -2.21 -1.09
C -3.69 -2.99 -0.38
C -2.45 -2.46 -0.04
N -2.04 -1.25 -0.44
H -2.32 2.38 -3.03
H -3.19 0.97 -3.65
H -3.92 1.95 -2.38
H 3.64 1.39 -1.84
H 5.25 3.09 -2.63
H 4.43 5.21 -3.57
H 2.02 5.62 -3.81
H 0.40 3.93 -3.01
H -4.87 -0.30 -2.03
H -5.57 -2.58 -1.34
H -3.95 -3.99 -0.07
H -1.76 -3.02 0.57

Calculated values
Total charge: +3
HOMO level, eV: -15.92
M, g mol⁻¹: 944.93
Relative energy (zero: lowest compared OMol25 entry of this formula, charge and spin), kJ/mol: 30.3

These are the Löwdin partial charges, in e, on atoms 1 to 99: W 2.05; C -0.04; N -0.30; C -0.04; C -0.13; C -0.09; N -0.22; C -0.10; C -0.11; C 0.05; C -0.12; C 0.07; C -0.07; C -0.20; O -0.24; C -0.51; C -0.02; C -0.04; C -0.02; C -0.55; C -0.03; C -0.05; C -0.02; C -0.08; C -0.14; C 0.06; C -0.12; C 0.04; C -0.07; C -0.20; O -0.26; C -0.52; C -0.04; C -0.01; C -0.02; C -0.55; C -0.02; C -0.05; C -0.03; H 0.13; H 0.06; H 0.10; H 0.12; H 0.10; H 0.10; H 0.12; H 0.15; H 0.16; H 0.13; H 0.16; H 0.12; H 0.12; H 0.11; H 0.10; H 0.05; H 0.09; H 0.10; H 0.10; H 0.10; H 0.05; H 0.11; H 0.09; H 0.09; H 0.08; H 0.10; H 0.09; H 0.10; H 0.09; H 0.08; H 0.09; H 0.10; H 0.15; H 0.14; H 0.12; H 0.11; H 0.04; H 0.07; H 0.11; H 0.10; H 0.10; H 0.09; H 0.09; H 0.09; H 0.10; H 0.10; H 0.08; H 0.10; H 0.09; H 0.10; H 0.09; H 0.08; H 0.09; H 0.10; C 0.03; C -0.18; N -0.05; N 0.10; C -0.37; O -0.19